Entry 1:
{"formula": "C20H43O2P3Tc", "method": "wB97M-V/def2-TZVPD", "symbols": ["Tc", "P", "P", "P", "H", "C", "C", "H", "C", "C", "C", "C", "C", "C", "C", "C", "C", "H", "H", "H", "H", "H", "H", "H", "H", "H", "H", "H", "H", "H", "H", "H", "H", "H", "H", "H", "H", "H", "H", "H", "H", "H", "H", "H", "H", "H", "C", "C", "C", "C", "C", "C", "O", "H", "H", "H", "H", "H", "H", "C", "C", "C", "O", "H", "H", "H", "H", "H", "H"], "coordinates": [[-0.987371, -0.701516, -0.472470], [-0.254936, 1.318544, 0.753459], [-2.968409, -0.429259, 0.560431], [2.000271, 0.077546, -1.492995], [-3.615376, -0.532118, -2.166837], [-2.564063, -0.759446, -2.397724], [-2.035441, -1.937045, -1.667640], [-2.833825, -2.529447, -1.188849], [-0.698839, 2.828509, -0.210740], [-0.904216, 1.662155, 2.459600], [1.468483, 1.775390, 1.257896], [-4.519844, -1.387599, 0.180689], [-2.838916, -0.981090, 2.307955], [-3.723089, 1.262757, 0.547939], [2.758153, -0.833517, -2.898403], [3.407260, -0.210841, -0.311144], [2.236137, 1.794580, -2.176421], [-2.505512, -1.059464, -3.459916], [-1.546320, -2.663407, -2.366872], [-0.801406, 3.691826, 0.460174], [-1.644620, 2.674622, -0.743591], [0.090390, 3.032537, -0.945704], [-0.541777, 2.642491, 2.799824], [-0.499719, 0.898738, 3.137833], [-1.993804, 1.647465, 2.532411], [2.070592, 2.145020, 0.422913], [1.965048, 0.911716, 1.713447], [1.433203, 2.570747, 2.017222], [-5.360647, -0.927417, 0.707936], [-4.404455, -2.412964, 0.545600], [-4.776544, -1.424942, -0.881815], [-3.652450, -0.557537, 2.910676], [-1.880305, -0.698998, 2.751106], [-2.917594, -2.075408, 2.324085], [-4.785738, 1.199173, 0.816565], [-3.649861, 1.689751, -0.460491], [-3.232953, 1.951426, 1.240859], [3.851830, -0.829165, -2.808737], [2.468219, -0.387317, -3.856424], [2.387800, -1.863286, -2.850971], [4.264669, -0.639004, -0.843250], [3.068743, -0.943152, 0.434056], [3.719174, 0.706289, 0.198939], [3.121786, 1.809612, -2.824985], [2.346499, 2.564551, -1.405997], [1.354154, 2.027334, -2.787915], [-0.140086, -0.558398, -4.234100], [-0.306630, 0.710331, -4.883094], [-0.180237, 0.787761, -6.253021], [-0.020242, -0.373013, -7.011529], [0.056088, -1.632678, -6.399287], [-0.022317, -1.747329, -5.028538], [-0.059150, -0.617188, -2.965650], [-1.953545, 0.182101, -2.468894], [-0.475558, 1.579762, -4.246170], [-0.205936, 1.775715, -6.719586], [0.055071, -0.299957, -8.098983], [0.176349, -2.537394, -7.000267], [0.032990, -2.700939, -4.503080], [0.834427, -2.187760, 1.856645], [0.527465, -2.957455, 0.630947], [0.723978, -4.428715, 0.576986], [0.121627, -2.385488, -0.419261], [1.757841, -2.580545, 2.298063], [0.031479, -2.296889, 2.604851], [0.972574, -1.107094, 1.671089], [-0.243516, -4.954504, 0.634508], [1.221336, -4.725863, -0.357043], [1.335132, -4.727788, 1.435680]], "forces_ev_per_a": [[5.0, -0.2, -2.9], [0.2, 3.2, 1.9], [-4.8, 0.3, 2.8], [1.5, 0.9, 0.0], [0.6, 0.3, -0.1], [-1.5, 0.4, -1.4], [-1.8, -2.1, -0.8], [0.3, 0.3, -0.1], [-0.3, -0.3, -0.2], [-0.5, -0.4, -0.1], [0.5, -0.6, -0.2], [0.5, -0.5, -0.6], [0.7, -0.1, 0.0], [0.6, 0.3, -0.3], [-0.7, -0.6, -0.2], [-0.4, -0.1, 0.4], [-0.3, -0.2, 0.2], [-0.4, 0.4, 0.2], [0.5, 0.8, 1.1], [0.1, -0.2, -0.1], [0.2, 0.2, 0.1], [-0.2, 0.0, 0.2], [-0.1, -0.3, -0.3], [0.0, 0.2, -0.1], [0.4, 0.0, 0.2], [-0.2, -0.2, 0.3], [0.0, 0.2, 0.0], [-0.3, -0.3, -0.3], [0.3, 0.1, 0.1], [0.0, 0.1, -0.1], [0.0, 0.0, 0.2], [0.1, 0.0, -0.2], [-0.3, 0.0, 0.1], [-0.1, 0.2, 0.0], [0.3, -0.2, 0.0], [-0.1, -0.1, 0.2], [-0.2, -0.1, -0.3], [-0.4, 0.1, -0.1], [0.1, -0.1, 0.2], [0.3, 0.0, -0.2], [-0.3, 0.2, 0.2], [0.3, 0.2, 0.0], [-0.1, -0.2, -0.1], [-0.1, -0.1, 0.2], [0.0, -0.2, -0.3], [0.2, 0.1, 0.1], [0.4, -0.2, 3.8], [0.1, 1.4, -1.7], [-0.4, 2.0, 1.8], [0.3, -0.2, -0.7], [0.0, -1.9, 1.3], [0.4, -1.2, -1.8], [-0.3, 0.1, -3.5], [-0.4, -0.1, 0.7], [0.1, -0.1, -0.3], [-0.1, -0.4, -0.1], [0.0, 0.0, 0.2], [-0.1, 0.3, 0.1], [0.1, 0.1, -0.3], [0.1, 0.5, 0.3], [0.1, -0.6, -0.3], [0.6, 0.1, 0.5], [0.0, -0.6, 0.8], [-0.2, 0.0, 0.1], [0.2, -0.3, -0.1], [-0.1, -0.5, -0.1], [0.1, 0.2, -0.1], [-0.2, 0.1, 0.2], [-0.2, -0.2, -0.2]], "mulliken_charge": [0.045, 0.756, 1.218, 1.555, 0.542, -1.073, -0.586, 0.562, -1.137, -1.440, -1.215, -1.433, -1.239, -1.278, -1.601, -1.219, -1.316, 0.477, 0.261, 0.457, 0.241, 0.299, 0.533, 0.416, 0.369, 0.263, 0.392, 0.571, 0.567, 0.457, 0.425, 0.412, 0.216, 0.447, 0.448, 0.354, 0.375, 0.615, 0.365, 0.372, 0.488, 0.199, 0.462, 0.454, 0.536, 0.106, -0.018, 0.222, -0.928, -0.185, -0.841, 0.205, -0.281, 0.324, 0.509, 0.510, 0.524, 0.506, 0.519, -0.918, 0.902, -1.309, -0.284, 0.572, 0.287, -0.211, 0.334, 0.376, 0.461], "largest_force_ev_per_a": 5.779, "multiplicity": 4, "homo_lumo_gap_ev": [4.60, 4.74], "homo_ev": [-20.55, -20.71], "charge": 4}

***

Entry 2:
{"formula": "C5H6O2", "method": "wB97M-V/def2-TZVPD", "symbols": ["O", "C", "C", "O", "C", "C", "C", "H", "H", "H", "H", "H", "H"], "coordinates": [[-1.498896, 1.074478, 1.270744], [-0.585207, 0.106443, 0.851440], [-0.813872, -0.205637, -0.654862], [-0.149763, 1.067876, -0.931356], [0.701518, 0.651030, 0.174367], [1.335336, -0.626088, -0.361120], [0.288111, -1.217350, -0.935192], [-1.081663, 1.896055, 1.553522], [-0.514694, -0.748596, 1.547967], [-1.795695, -0.321853, -1.115713], [1.324416, 1.436867, 0.608795], [2.391748, -0.881681, -0.381981], [0.261741, -2.097689, -1.577869]], "forces_ev_per_a": [[-0.3, 0.0, 0.6], [-0.2, -0.3, -0.1], [-0.3, -0.2, -0.3], [0.2, 0.0, -0.3], [0.2, 0.2, 0.3], [0.3, 0.0, -0.2], [0.3, -0.1, -0.4], [0.1, -0.3, -0.2], [0.0, 0.4, -0.2], [0.1, 0.1, 0.2], [-0.1, -0.1, -0.1], [-0.3, 0.0, 0.2], [-0.1, 0.2, 0.4]], "mulliken_charge": [-0.545, -0.107, -0.032, -0.447, -0.111, -0.574, -0.569, 0.322, 0.308, 0.499, 0.467, 0.400, 0.389], "largest_force_ev_per_a": 0.701, "multiplicity": 1, "homo_lumo_gap_ev": 10.52, "homo_ev": -9.54, "de_lowest_kcal_mol": 68.2}

***

Entry 3:
{"formula": "C19H26N2O3", "method": "wB97M-V/def2-TZVPD", "symbols": ["C", "C", "C", "C", "C", "C", "C", "N", "C", "O", "C", "O", "C", "C", "C", "C", "C", "C", "C", "C", "N", "C", "C", "O", "H", "H", "H", "H", "H", "H", "H", "H", "H", "H", "H", "H", "H", "H", "H", "H", "H", "H", "H", "H", "H", "H", "H", "H", "H", "H"], "coordinates": [[-3.129431, -0.182334, 0.108167], [-2.927283, 1.291873, -0.335451], [-1.648803, 1.972172, 0.174498], [-1.473257, 3.331227, -0.273646], [-2.420777, 4.322155, 0.379062], [-2.348199, 4.244773, 1.893579], [-2.547807, 2.801148, 2.378494], [-1.504311, 1.899859, 1.662814], [-0.518709, 1.229190, 2.373551], [-0.696803, 0.836382, 3.561368], [0.743655, 0.908761, 1.480887], [0.395462, -0.192796, 0.601981], [1.307346, -0.332743, -0.388019], [1.716300, 0.633773, -1.307111], [2.563278, 0.263624, -2.455221], [2.854230, -1.100682, -2.666576], [2.560170, -2.034243, -1.662807], [1.778427, -1.628487, -0.587168], [1.440355, -2.648282, 0.458596], [2.390428, -3.854086, 0.364108], [2.615955, -4.415675, -0.983671], [2.745436, -5.861287, -1.359278], [2.859896, -3.477675, -1.962308], [3.369711, -3.943024, -3.011815], [-2.868192, -0.295231, 1.127921], [-4.141645, -0.436973, 0.008100], [-2.451950, -0.894753, -0.323190], [-3.796975, 1.881297, -0.142561], [-2.864554, 1.369451, -1.429604], [-0.917248, 1.458256, -0.335652], [-1.646327, 3.409838, -1.351870], [-0.420315, 3.483203, -0.110244], [-2.161393, 5.405695, 0.030181], [-3.444745, 4.123958, 0.015790], [-1.373256, 4.559273, 2.153782], [-3.227686, 4.807221, 2.242367], [-3.560458, 2.652987, 2.141030], [-2.508931, 2.740732, 3.465913], [1.572113, 0.585628, 2.158022], [1.170867, 1.755462, 0.948553], [1.440432, 1.696041, -1.330216], [2.659262, 1.010259, -3.209774], [3.470523, -1.282276, -3.569496], [1.227172, -2.298075, 1.538864], [0.361292, -2.894674, 0.192776], [1.895585, -4.583640, 0.956475], [3.453561, -3.655107, 0.792813], [2.820731, -6.459526, -0.465472], [3.392527, -6.088618, -2.222590], [1.794341, -6.114049, -1.725950]], "forces_ev_per_a": [[1.2, 1.6, -0.1], [0.4, -0.7, -0.4], [-1.9, -1.6, 1.7], [-0.5, 2.2, -1.2], [0.5, 1.8, -0.8], [-1.2, -0.9, -0.7], [2.1, 0.1, -0.4], [-1.2, 0.9, 0.9], [-1.6, -0.8, 0.9], [1.3, 1.4, -3.2], [-0.1, -1.0, 1.9], [0.3, 1.5, 0.9], [0.9, -0.1, -2.1], [1.3, 0.0, -2.0], [-2.6, -1.6, 2.5], [1.2, 2.1, -0.3], [-0.4, 0.3, -1.4], [0.6, -0.6, 1.4], [-1.7, -0.3, 0.0], [1.3, -0.3, 0.5], [-0.3, 1.7, -0.4], [-0.4, 1.3, 0.5], [1.6, -3.1, -0.8], [-1.2, 2.3, 0.8], [0.0, 0.2, 1.4], [-1.3, -0.7, -0.4], [0.1, -0.2, -1.0], [-0.7, 0.3, 0.7], [0.1, -0.3, 0.1], [2.0, -1.6, -0.3], [0.2, -0.2, -0.1], [0.5, 1.1, 0.2], [-0.5, -1.8, 0.6], [0.3, 0.1, 0.2], [0.8, 0.9, 0.9], [0.8, 0.3, 0.6], [-1.3, -1.5, -0.7], [0.6, -0.3, -0.2], [-0.7, 0.0, -0.3], [-0.6, 0.2, -0.3], [-0.2, -0.5, 0.5], [0.6, 0.3, -0.4], [-0.7, -0.7, 0.7], [1.2, -0.2, -1.7], [1.1, -0.6, 0.2], [0.1, -1.0, 0.7], [-1.9, 0.0, -0.3], [0.8, -0.1, 0.2], [0.4, 0.5, 1.1], [-1.6, -0.5, -0.7]], "mulliken_charge": [-1.400, -0.978, -0.096, -1.384, -0.700, -0.545, -0.855, 0.458, 0.552, -0.707, -0.647, -0.301, -0.053, -0.071, -1.065, -0.672, 0.122, 0.982, -0.273, -0.958, 0.105, -1.032, 0.368, -0.760, 0.343, 0.451, 0.261, 0.498, 0.481, 0.709, 0.320, 0.458, 0.313, 0.357, 0.349, 0.336, 0.365, 0.445, 0.371, 0.400, 0.270, 0.391, 0.374, 0.344, 0.257, 0.520, 0.244, 0.352, 0.311, 0.391], "largest_force_ev_per_a": 3.953, "multiplicity": 1, "homo_lumo_gap_ev": 9.29, "homo_ev": -8.85, "smiles": "CC[C@H]1CCCCN1C(=O)COc1cccc2c1CCN(C)C2=O", "de_lowest_kcal_mol": 93.0}